Density functional theory data (ωB97M-V with the def2-TZVPD basis set) for a structure of composition C35H52AsGdP3S in a non-equilibrium geometry.

HOMO level (spin up / spin down) = -15.62 / -15.34 eV
HOMO-LUMO gap (spin up / spin down) = 0.1707 / 0.1614 hartree
spin multiplicity = 8
total charge = +3
E = -157486.60221 eV
<S²> = 16.177
ΔE to the lowest compared entry with this formula, charge and spin = 46.7 kJ/mol

Element x y z (Å)
Gd1 -0.01995 0.41274 -0.86948
P1 2.32852 1.52260 0.30454
P2 -2.01255 2.76461 -0.61501
P3 0.94454 1.85859 -3.12807
H1 0.67493 -4.49659 0.34005
C1 1.13060 -4.45075 -0.65168
C2 2.36830 -3.98247 -0.84324
H2 3.01961 -3.69498 -0.01279
C3 2.96189 0.93097 1.91992
C4 2.33325 3.33237 0.64915
C5 3.89256 1.39895 -0.65130
C6 -3.44432 2.14039 -1.55902
C7 -2.58916 2.87584 1.08635
C8 -1.77581 4.46582 -1.19611
C9 2.21871 0.88229 -4.01881
C10 1.71319 3.52369 -3.08331
C11 -0.28372 2.11041 -4.46599
H3 0.53991 -4.88179 -1.46550
H4 2.80442 -3.92909 -1.84375
H5 3.02398 -0.16239 1.93218
H6 2.30842 1.23895 2.74122
H7 3.96119 1.35614 2.07850
H8 1.48531 3.59463 1.29332
H9 2.26184 3.91311 -0.27812
H10 3.26624 3.59182 1.16960
H11 4.02679 0.36431 -0.99015
H12 4.72276 1.66463 0.01637
H13 3.89995 2.06508 -1.52139
H14 -4.31651 2.78744 -1.34560
H15 -3.70413 1.11128 -1.26322
H16 -3.25372 2.15940 -2.64358
H17 -3.58974 3.32184 1.10751
H18 -1.89595 3.49251 1.66420
H19 -2.62479 1.88268 1.54819
H20 -2.67909 5.05318 -0.97774
H21 -1.57408 4.48277 -2.27676
H22 -0.92299 4.91364 -0.67055
H23 2.46346 1.38934 -4.96053
H24 1.83278 -0.12244 -4.23468
H25 3.12447 0.78836 -3.40826
H26 1.85334 3.87286 -4.11512
H27 2.68549 3.50678 -2.57716
H28 1.05663 4.22957 -2.55861
H29 0.20174 2.62864 -5.30357
H30 -1.12171 2.72046 -4.10498
H31 -0.67093 1.14402 -4.80993
C12 -0.23446 -2.27101 -3.44129
C13 -1.25351 -1.71231 -4.24514
C14 -1.24029 -1.91939 -5.62094
C15 -0.24073 -2.69750 -6.21778
C16 0.77979 -3.23659 -5.42735
C17 0.78769 -3.02916 -4.05095
S1 -0.27630 -2.07313 -1.72312
H32 -0.48733 2.43711 -0.38028
H33 -2.03586 -1.12644 -3.76200
H34 -2.02133 -1.47273 -6.23406
H35 -0.25983 -2.89210 -7.29287
H36 1.57572 -3.82490 -5.88787
H37 1.56292 -3.45175 -3.40837
C18 -1.84328 2.19437 5.51763
C19 -0.79748 2.59541 4.67631
C20 -0.42987 1.79786 3.58980
C21 -1.11045 0.58977 3.34382
C22 -2.16542 0.19705 4.17693
C23 -2.52883 1.00236 5.26567
As1 -0.49944 -0.53937 1.85510
C24 0.87137 -1.54388 2.84953
C25 1.62864 -2.50196 2.15150
C26 2.63281 -3.21225 2.81059
C27 2.91233 -2.94595 4.15738
C28 2.16068 -1.99407 4.84844
C29 1.13556 -1.29346 4.20286
C30 -1.92138 -1.89900 1.86059
C31 -1.76375 -3.13495 2.49818
C32 -2.81531 -4.06123 2.47460
C33 -4.01283 -3.74871 1.82349
C34 -4.15789 -2.51971 1.16745
C35 -3.10849 -1.59716 1.16958
H38 -2.12436 2.82036 6.36639
H39 -0.25769 3.52712 4.86599
H40 0.37504 2.11811 2.92415
H41 -2.70334 -0.73239 3.98275
H42 -3.34610 0.68555 5.91802
H43 1.42739 -2.71493 1.10223
H44 3.19700 -3.97313 2.26695
H45 3.71000 -3.49241 4.66290
H46 2.36629 -1.78420 5.89994
H47 0.54336 -0.56104 4.75257
H48 -0.83146 -3.37198 3.01370
H49 -2.68861 -5.02344 2.97302
H50 -4.83553 -4.46486 1.82231
H51 -5.08912 -2.27612 0.65248
H52 -3.21199 -0.64405 0.64214